Below is one molecule with the formula C6H8O2 at a distorted geometry, with properties calculated with wB97M-V/def2-TZVPD.

Values from the calculation:
* charge: 0
* lowest unoccupied orbital energy: 0.2 eV
* energy above the lowest of the compared OMol25 structures with the same formula, charge and spin: 5.101 eV
* structure (SMILES): C=C=C(C)[C@H]1O[C@@H]1O
* highest occupied orbital energy: -8.171 eV
* calculated total energy: -383.7226 Ha

The geometry in XYZ format:
```
16
Properties=species:S:1:pos:R:3:forces:R:3
C 0.131386 -1.768149 -0.759697 2.51 1.10 2.77
C -0.441742 1.134516 1.893436 -0.99 0.10 0.39
C -0.442519 0.930974 -0.587632 0.00 0.19 0.19
C -0.236758 0.403272 0.596986 -0.55 0.16 0.81
C 0.369644 -0.919207 0.621326 0.70 -1.02 -3.53
C -0.495283 1.565017 -1.723455 -0.17 -0.08 -0.57
O -0.376186 -2.133636 0.493025 -0.32 0.02 -0.05
O 1.283406 -2.430920 -1.234937 -0.69 -0.09 0.04
H 2.047764 -1.834588 -1.239965 -0.57 -0.15 0.14
H -0.620555 -1.588352 -1.518705 0.08 0.19 0.08
H 1.291421 -1.014404 1.186475 0.14 -0.47 -0.10
H 0.123533 2.070757 1.897761 -0.13 -0.09 -0.04
H -1.498994 1.364198 2.056781 0.09 0.13 0.15
H -0.101878 0.544531 2.750113 -0.08 -0.06 -0.22
H -0.321552 2.634339 -1.782730 1.23 -0.18 -0.14
H -0.711686 1.041652 -2.648783 -1.24 0.26 0.09
```
Forces are in eV/Å.

Here are the Mulliken charges for atoms 1 to 6, given in e: C 0.020; C -1.341; C 0.145; C 0.540; C -0.195; C -0.909


Below is C6H8O2 as an isolated structure at a distorted geometry, with properties calculated with wB97M-V/def2-TZVPD.

Values from the calculation:
* charge: 0
* lowest unoccupied orbital energy: 0.7 eV
* energy above the lowest of the compared OMol25 structures with the same formula, charge and spin: 4.219 eV
* highest occupied orbital energy: -9.505 eV
* calculated total energy: -383.7551 Ha

The geometry in XYZ format:
```
16
Properties=species:S:1:pos:R:3:forces:R:3
C -0.691224 0.636197 -0.190855 -3.01 -3.92 -4.73
C -0.188861 -0.868805 -0.789470 -1.13 1.71 -4.76
C 1.152909 -0.935790 -0.197415 1.51 -1.74 2.91
C 1.029513 0.310992 0.713690 1.01 -1.30 3.22
C -0.502425 0.169314 1.281465 -0.25 1.70 -1.77
C 0.544150 1.352978 -0.154035 -0.89 6.26 -3.21
H -2.508808 0.469275 -0.810718 1.50 1.69 -1.25
H -0.981920 -1.727201 -0.712535 1.65 1.74 0.19
H 0.133906 -0.729188 -1.931343 -1.87 -0.24 1.94
H 1.209496 -1.841702 0.394642 0.15 -0.09 0.84
H 2.031519 -1.125423 -0.838792 -0.48 1.16 -0.09
H 1.599191 0.618358 1.556316 1.65 -0.27 0.23
H -0.947844 0.886296 1.962934 0.91 0.30 0.49
H -0.891023 -0.803631 1.469615 0.02 -0.82 0.20
O -1.742163 1.070971 -1.135991 -1.21 -1.85 3.71
O 0.753584 2.517360 -0.617508 0.44 -4.32 2.09
```
Forces are in eV/Å.

Here are the Mulliken charges for atoms 1 to 6, given in e: C 0.154; C -0.551; C -0.743; C -0.339; C -0.621; C 0.533


What did we get for orbital gap? Answer: 8.4 10.2 eV, in the order shown.